20
Properties=species:S:1:pos:R:3 method="wB97M-V/def2-TZVPD" de_lowest_ev=3.286 smiles="C=C/C=C/CC=C.O" multiplicity=1 e_lumo_ev=0.8 mol_weight_g_mol=112.17 gap_ev=9.3
C 0.51 1.52 -2.85
C 1.49 0.68 -2.48
C 1.66 0.30 -1.05
C 0.58 0.03 -0.36
C 0.76 -0.76 0.98
C -0.44 -1.50 1.45
C -1.59 -1.75 0.77
H -0.37 1.62 -2.24
H 0.30 2.02 -3.73
H 2.08 0.20 -3.26
H 2.63 0.19 -0.72
H -0.42 0.17 -0.69
H 1.09 -0.11 1.81
H 1.68 -1.47 0.91
H -0.50 -1.63 2.61
H -2.47 -2.05 1.41
H -1.60 -1.67 -0.30
O -1.37 1.54 2.64
H -2.22 2.09 2.48
H -1.79 0.57 2.62


20
Properties=species:S:1:pos:R:3 method="wB97M-V/def2-TZVPD" de_lowest_ev=2.438 smiles="C=C[C@@](C)(O)C(=C)C" multiplicity=1 e_lumo_ev=1.0 mol_weight_g_mol=112.17 gap_ev=10.3
C 1.94 0.65 0.86
C 1.58 -0.41 0.21
C -0.13 -0.82 0.15
C -0.36 -1.78 -1.00
O -0.37 -1.53 1.34
C -0.81 0.48 0.04
C -0.92 1.25 1.16
C -0.76 1.16 -1.30
H 2.92 1.01 1.09
H 0.94 1.27 1.24
H 2.14 -1.17 -0.32
H 0.19 -2.70 -0.80
H -0.04 -1.36 -1.95
H -1.42 -2.03 -1.06
H -0.06 -1.01 2.09
H -1.16 0.78 2.11
H -1.43 2.20 1.09
H 0.26 1.16 -1.71
H -1.41 0.65 -2.01
H -1.09 2.19 -1.23


20
Properties=species:S:1:pos:R:3 method="wB97M-V/def2-TZVPD" de_lowest_ev=2.260 smiles="C=C/C=C/CC=C.O" multiplicity=1 e_lumo_ev=0.8 mol_weight_g_mol=112.17 gap_ev=10.1
C 3.45 -0.68 -0.84
C 2.19 -0.91 -1.20
C 1.05 -0.44 -0.35
C 0.46 -1.29 0.49
C -0.63 -0.82 1.43
C -1.89 -0.14 0.96
C -2.33 -0.27 -0.28
H 3.64 -0.24 0.13
H 4.32 -0.86 -1.45
H 1.89 -1.30 -2.16
H 0.64 0.54 -0.56
H 0.83 -2.29 0.66
H -0.12 -0.09 2.09
H -0.81 -1.59 2.15
H -2.43 0.32 1.76
H -3.25 0.22 -0.57
H -1.84 -0.90 -1.01
O -2.10 3.58 -0.23
H -1.44 2.88 -0.42
H -1.61 4.28 -0.62


20
Properties=species:S:1:pos:R:3 method="wB97M-V/def2-TZVPD" de_lowest_ev=6.093 multiplicity=1 e_lumo_ev="0.4 / -0.2" mol_weight_g_mol=112.17 gap_ev="8.7 / 6.7"
C 1.53 0.55 1.47
C 0.41 -0.38 1.34
C -0.25 -1.23 2.07
O 0.68 -1.26 -0.71
H 1.12 -1.78 -1.41
H 1.84 0.61 2.53
H 2.39 0.21 0.89
H 1.26 1.55 1.14
H -0.05 -1.30 3.14
H -1.01 -1.89 1.66
C 0.03 -0.15 -1.37
C -0.96 0.46 -0.32
C -0.60 -0.66 -2.56
C -1.11 1.78 -0.15
H 0.76 0.64 -1.59
H -1.77 -0.21 -0.04
H -0.73 -0.04 -3.44
H -0.36 2.49 -0.49
H -1.99 2.19 0.32
H -1.19 -1.57 -2.48


20
Properties=species:S:1:pos:R:3 method="wB97M-V/def2-TZVPD" de_lowest_ev=5.543 multiplicity=1 e_lumo_ev=-1.9 mol_weight_g_mol=112.17 gap_ev=4.1
O 3.46 -0.20 0.99
C 3.26 -0.23 -0.46
C 1.85 -0.44 -0.89
C 0.74 0.34 -0.43
C -0.44 -0.54 0.23
C -3.98 0.72 0.46
C -2.82 0.15 0.07
C -1.58 0.21 0.77
H 3.68 0.72 -0.80
H 1.82 -1.04 -1.79
H 3.91 -1.02 -0.84
H 1.10 1.05 0.33
H 0.25 0.91 -1.22
H -0.90 -1.21 -0.49
H -0.01 -1.24 0.95
H 2.82 -0.84 1.31
H -4.82 0.79 -0.22
H -4.03 1.42 1.29
H -2.78 -0.47 -0.82
H -1.54 0.94 1.57


20
Properties=species:S:1:pos:R:3 method="wB97M-V/def2-TZVPD" de_lowest_ev=1.939 smiles="C=C/C=C/C=C/C.O" multiplicity=1 e_lumo_ev=0.8 mol_weight_g_mol=112.17 gap_ev=9.4
C 2.30 0.48 -2.45
C 2.29 0.02 -1.21
C 1.29 -0.92 -0.62
C 0.24 -0.41 0.01
C -0.84 -1.23 0.56
C -1.88 -0.83 1.29
C -3.04 -1.67 1.69
H 1.63 0.08 -3.19
H 3.01 1.23 -2.76
H 3.02 0.44 -0.52
H 1.56 -1.97 -0.62
H 0.02 0.64 -0.08
H -0.73 -2.30 0.43
H -2.07 0.24 1.41
H -3.02 -2.75 1.84
H -3.47 -1.34 2.64
H -3.86 -1.49 0.98
O 0.25 3.49 0.39
H -0.36 4.01 0.92
H -0.20 2.74 0.01


21
Properties=species:S:1:pos:R:3 method="wB97M-V/def2-TZVPD" de_lowest_ev=4.384 multiplicity=1 e_lumo_ev=0.8 mol_weight_g_mol=128.17 gap_ev=9.9
C 1.17 0.11 -1.07
C 1.64 -0.53 0.02
C 1.25 -0.45 -2.46
C -1.28 -0.36 -0.57
C -1.64 -0.98 -1.54
H 1.05 1.19 -1.04
H 1.30 -1.53 -2.44
H 2.06 -1.52 -0.08
H 1.86 0.03 0.91
H 0.25 -1.75 1.44
H 0.38 -0.13 -3.03
H 2.13 -0.08 -2.99
H -1.78 -1.55 -2.41
C -0.85 1.90 2.26
C -1.52 0.22 0.77
O -0.66 1.22 1.03
O -2.51 0.01 1.42
H -0.15 -2.03 2.08
H -1.83 2.39 2.27
H -0.79 1.20 3.09
H -0.05 2.63 2.32


21
Properties=species:S:1:pos:R:3 method="wB97M-V/def2-TZVPD" de_lowest_ev=3.228 multiplicity=1 e_lumo_ev=0.3 mol_weight_g_mol=128.17 gap_ev=8.4
C -0.98 1.20 -0.33
C 0.31 0.96 -1.11
C 0.57 -1.36 0.02
C -2.18 0.32 -0.57
C 1.97 -1.98 0.18
C 0.67 0.13 0.06
C -0.16 1.55 1.54
O 1.13 0.65 1.17
O 0.01 2.71 1.74
H -1.22 2.25 -0.26
H -0.73 0.82 2.12
H 0.91 1.86 -1.21
H 0.23 0.41 -2.05
H -0.06 -1.69 0.86
H 0.11 -1.70 -0.91
H -1.96 -0.75 -0.55
H -2.94 0.50 0.19
H -2.64 0.53 -1.55
H 2.44 -1.64 1.11
H 2.62 -1.70 -0.65
H 1.90 -3.07 0.20


21
Properties=species:S:1:pos:R:3 method="wB97M-V/def2-TZVPD" de_lowest_ev=4.097 multiplicity=1 e_lumo_ev=0.5 mol_weight_g_mol=128.17 gap_ev=8.7
C -0.30 0.83 -0.05
C 0.92 -2.35 -0.35
C -0.69 0.75 -1.52
C -0.26 2.24 0.53
C -0.71 -0.19 0.77
C 1.47 0.14 0.00
C -1.44 -0.84 1.64
O 0.93 -1.25 0.56
O 2.05 0.14 -1.07
H 1.86 0.62 0.91
H 1.37 -2.05 -1.30
H 1.49 -3.18 0.08
H -0.11 -2.67 -0.52
H 0.05 1.28 -2.12
H -1.23 2.72 0.47
H -1.67 1.20 -1.69
H -0.72 -0.28 -1.87
H 0.45 2.84 -0.05
H 0.07 2.23 1.57
H -2.44 -0.48 1.83
H -1.09 -1.72 2.17


21
Properties=species:S:1:pos:R:3 method="wB97M-V/def2-TZVPD" de_lowest_ev=5.433 smiles=C[C@@H]1OC[C@H]2[C@@H](C)[C@@H]2O1 multiplicity=1 e_lumo_ev=0.9 mol_weight_g_mol=128.17 gap_ev=9.9
C -0.67 2.14 -1.62
C 0.27 0.91 -1.59
O -0.47 -0.34 -1.83
C -1.25 -0.87 -0.70
C -0.66 -0.47 0.76
C 0.28 -0.52 1.95
C 0.93 -1.72 2.83
C 0.72 -0.28 0.55
O 1.00 0.98 -0.29
H -1.54 2.13 -0.93
H -1.16 2.00 -2.62
H -0.18 3.17 -1.82
H 0.83 0.88 -2.46
H -2.34 -0.46 -0.87
H -1.13 -1.97 -0.64
H -1.19 0.46 1.13
H 0.20 0.49 2.56
H 1.04 -2.68 2.29
H 0.36 -1.99 3.66
H 1.82 -1.29 3.32
H 1.34 -1.09 0.22


23
Properties=species:S:1:pos:R:3 method="wB97M-V/def2-TZVPD" de_lowest_ev=1.874 smiles="CO[C@H](C(C)=O)C1SCCS1" multiplicity=1 e_lumo_ev=0.7 mol_weight_g_mol=192.31 gap_ev=9.1
C -2.46 0.54 -0.35
O -1.21 -0.16 -0.36
C -0.45 0.26 0.73
C 0.26 1.62 0.66
C 1.00 2.25 1.82
O 0.28 2.26 -0.37
C 0.77 -0.95 0.71
S 0.14 -2.52 0.06
C 0.94 -2.49 -1.59
C 1.37 -1.08 -1.83
S 2.27 -0.57 -0.29
H -3.18 0.29 -1.19
H -2.42 1.67 -0.47
H -2.85 0.27 0.56
H -0.91 0.06 1.64
H 0.71 2.12 2.87
H 1.13 3.22 1.62
H 1.90 1.65 1.94
H 1.22 -1.29 1.72
H 0.26 -2.77 -2.27
H 1.74 -3.11 -1.64
H 2.09 -0.80 -2.53
H 0.41 -0.35 -1.91


23
Properties=species:S:1:pos:R:3 method="wB97M-V/def2-TZVPD" de_lowest_ev=4.682 smiles="[O-]C1=[PH2][C@](O)(C2CCCC2)O1" multiplicity=1 charge=-1 e_lumo_ev=3.6 mol_weight_g_mol=175.14 gap_ev=6.1
O 3.61 1.67 -0.74
C 2.45 1.56 -0.46
P 1.17 1.81 0.87
C 0.39 1.01 -0.77
O -0.21 2.00 -1.56
C -0.43 -0.24 -0.78
C 0.33 -1.59 -0.32
C -0.33 -1.99 1.04
C -1.80 -1.52 0.85
C -1.68 -0.15 0.16
O 1.64 0.93 -1.39
H 2.12 2.80 1.51
H 0.42 2.84 0.61
H 0.46 2.67 -1.56
H -0.65 -0.45 -1.83
H 1.43 -1.52 -0.42
H 0.12 -2.26 -1.17
H 0.15 -1.45 1.92
H -0.23 -3.08 1.25
H -2.52 -2.14 0.31
H -2.41 -1.40 1.83
H -2.53 0.03 -0.38
H -1.48 0.45 1.04